1) Here is a 2-piece molecular cluster, CH4BrP overall from the Open Molecules 2025 dataset. Energies are from ωB97M-V with the def2-TZVPD basis set.

Geometry as XYZ:
```
7
Properties=species:S:1:pos:R:3
C -0.72812 0.59415 -0.40158
P -0.60781 -1.04424 -0.27869
H -0.06618 1.08809 -1.02514
H -1.57309 1.01070 0.08855
H -1.66739 -1.49764 0.47255
Br 2.46369 0.06130 -0.02202
H 2.17891 -0.21237 1.16632
```

Its SMILES is C=P.Br. The spin multiplicity is 1. The HOMO energy is -9.36 eV. The HOMO-LUMO gap is 9.584 eV.

***

2) Here is CH4BrP as an isolated structure from the Open Molecules 2025 dataset. Energies are from ωB97M-V with the def2-TZVPD basis set.

Geometry as XYZ:
```
7
Properties=species:S:1:pos:R:3
C -0.93034 -0.37827 0.31734
P 0.94678 1.10715 0.07841
Br 2.57311 -0.32119 -0.07487
H -0.67853 -0.94439 1.19509
H -0.86748 -0.94247 -0.60270
H -1.79446 0.25535 0.39847
H 0.75092 1.22382 -1.31174
```

The spin multiplicity is 1. The HOMO energy is -8.96 eV. The HOMO-LUMO gap is 9.367 eV.

***

Most favorable structure: 2). The second most favorable one is 134.5 kJ/mol above it.

***

1) Here is one molecule with the formula C3H6O3 from the Open Molecules 2025 dataset. Energies are from ωB97M-V with the def2-TZVPD basis set.

Geometry as XYZ:
```
12
Properties=species:S:1:pos:R:3
O 2.14208 0.98662 0.19701
C 1.06147 0.65477 0.63782
C 0.34668 -0.51199 -0.04650
O 0.68133 -0.20774 -1.38984
C -1.14979 -0.50502 0.25590
O -1.69760 0.72530 -0.14824
H 0.54202 1.27405 1.38128
H 0.76922 -1.48952 0.24093
H 1.59940 0.16086 -1.22924
H -1.66969 -1.36034 -0.20579
H -1.30302 -0.59623 1.34353
H -1.31738 0.87384 -1.02641
```

Its SMILES is O=C[C@H](O)CO. The spin multiplicity is 1. The HOMO energy is -10.42 eV. The HOMO-LUMO gap is 10.895 eV.

***

2) Here is a 2-piece molecular cluster, C3H6O3 overall from the Open Molecules 2025 dataset. Energies are from ωB97M-V with the def2-TZVPD basis set.

Geometry as XYZ:
```
12
Properties=species:S:1:pos:R:3
O -1.95618 0.70838 -1.50305
C -1.90034 -0.45308 -1.42489
O -1.90060 -1.61653 -1.33164
C 0.53886 0.17333 1.35121
C 0.87422 0.53251 -0.08616
O 0.78038 -0.57758 -0.97130
H 0.62642 1.05101 1.99916
H 1.21778 -0.59919 1.73022
H -0.48994 -0.19985 1.43493
H 0.18993 1.31062 -0.44560
H 1.89284 0.93399 -0.14790
H 0.44775 -1.34210 -0.48600
```

Its SMILES is O=C=O.CCO. The spin multiplicity is 1. The HOMO energy is -10.49 eV. The HOMO-LUMO gap is 11.152 eV.

***

Most favorable structure: 2). The second most favorable one is 164.8 kJ/mol above it.

***

1) Here is one molecule with the formula C3H6O3 from the Open Molecules 2025 dataset. Energies are from ωB97M-V with the def2-TZVPD basis set.

Geometry as XYZ:
```
12
Properties=species:S:1:pos:R:3
C 2.09702 -0.35620 0.13461
O 0.71385 -0.60294 0.41129
C -0.15313 0.16971 -0.24394
O 0.15436 1.03335 -1.03474
C -1.59946 -0.13982 0.09188
O -2.35094 1.04284 0.11642
H 2.37376 -0.80714 -0.82184
H 2.29286 0.71727 0.09732
H 2.65018 -0.82466 0.94857
H -1.96792 -0.84665 -0.67017
H -1.67284 -0.62686 1.06626
H -2.00250 1.59972 -0.59582
```

Its SMILES is COC(=O)CO. The spin multiplicity is 1. The HOMO energy is -10.57 eV. The HOMO-LUMO gap is 11.397 eV.

***

2) Here is a 2-piece molecular cluster, C3H6O3 overall from the Open Molecules 2025 dataset. Energies are from ωB97M-V with the def2-TZVPD basis set.

Geometry as XYZ:
```
12
Properties=species:S:1:pos:R:3
C 1.89535 -0.51326 -0.04366
O 0.58536 -0.37426 0.51710
C -0.08226 0.71701 0.12441
O 0.31618 1.54485 -0.64984
C -1.44419 0.76522 0.82308
O -2.18736 1.69614 0.67570
H 1.82636 -0.65239 -1.12499
H 2.48958 0.37845 0.16800
H 2.33458 -1.39089 0.42942
H -1.68202 -0.10887 1.45687
H -1.85895 -1.35917 -1.14463
H -2.43277 -0.94859 -1.37916
```

Its SMILES is COC(=O)C=O.[H][H]. The spin multiplicity is 1. The HOMO energy is -10.37 eV. The HOMO-LUMO gap is 10.136 eV.

***

3) Here is a 2-piece molecular cluster, C3H6O3 overall from the Open Molecules 2025 dataset. Energies are from ωB97M-V with the def2-TZVPD basis set.

Geometry as XYZ:
```
12
Properties=species:S:1:pos:R:3
C 1.75718 0.61711 -0.46429
C 1.52383 0.35311 0.82804
O 0.45181 0.81933 1.52462
H 2.19129 -0.15120 -1.08651
H 1.23916 1.47151 -0.88795
H 2.26189 -0.23146 1.37853
H -0.33043 0.30148 1.28190
O -1.95974 -0.44175 0.77853
C -1.88233 -0.97294 -0.30484
O -1.72364 -0.32484 -1.44080
H -1.88514 -2.06167 -0.37219
H -1.64389 0.62133 -1.23503
```

Its SMILES is C=CO.O=CO. The spin multiplicity is 1. The HOMO energy is -9.16 eV. The HOMO-LUMO gap is 9.880 eV.

***

4) Here is a 2-piece molecular cluster, C3H6O3 overall from the Open Molecules 2025 dataset. Energies are from ωB97M-V with the def2-TZVPD basis set.

Geometry as XYZ:
```
12
Properties=species:S:1:pos:R:3
C -1.58503 0.42521 0.61499
C -1.60528 -0.83780 -0.15640
O -1.16026 -0.85881 -1.26567
H -1.17837 1.23923 0.04580
H -2.50535 0.60385 1.17454
H -0.93225 0.32724 1.46269
H -1.72411 -1.77568 0.50767
O 3.01467 -0.80925 -0.72830
C 2.58361 0.24579 -0.42217
O 1.24727 0.43347 -0.29529
H 3.09837 1.00975 0.01506
H 0.74674 -0.00301 -0.95292
```

Its SMILES is CC=O.O=CO. The spin multiplicity is 1. The HOMO energy is -10.33 eV. The HOMO-LUMO gap is 11.167 eV.

***

Most favorable structure: 1). The second most favorable one is 79.1 kJ/mol above it.

***

1) Here is one molecule with the formula C3H6O3 from the Open Molecules 2025 dataset. Energies are from ωB97M-V with the def2-TZVPD basis set.

Geometry as XYZ:
```
12
Properties=species:S:1:pos:R:3
O 0.39172 1.63629 0.35078
C 0.45649 0.26509 0.62737
C 1.12991 -0.56432 -0.46772
O -0.12243 -1.20698 -0.80514
C -0.81913 -0.50538 0.20930
O -1.84672 0.29775 -0.28516
H -0.54975 1.86849 0.37565
H 0.80992 0.07671 1.64899
H 1.52291 0.03222 -1.29673
H 1.87608 -1.29186 -0.13380
H -1.26859 -1.16707 0.95561
H -1.58041 0.55906 -1.17916
```

Its SMILES is O[C@@H]1CO[C@@H]1O. The spin multiplicity is 1. The HOMO energy is -10.44 eV. The HOMO-LUMO gap is 11.306 eV.

***

2) Here is C3H6O3 as an isolated structure from the Open Molecules 2025 dataset. Energies are from ωB97M-V with the def2-TZVPD basis set.

Geometry as XYZ:
```
12
Properties=species:S:1:pos:R:3
O -1.79522 -1.56263 0.50853
C -0.93378 -0.51943 0.74917
C -0.01104 -0.25772 -0.37426
O 0.02872 -1.01560 -1.33593
C 0.84001 0.96332 -0.23143
O 1.97254 0.97184 -1.01100
H -1.62908 -1.80991 -0.42287
H -0.51793 -0.60515 1.74755
H -1.10776 0.78536 0.98821
H 0.72082 1.06419 1.04803
H 0.35109 1.92575 -0.34866
H 2.08163 0.05997 -1.31735
```

The spin multiplicity is 1. The HOMO energy is -10.43 eV. The HOMO-LUMO gap is 11.007 eV.

***

Most favorable structure: 1). The second most favorable one is 131.4 kJ/mol above it.

***

1) Here is C3H6O3 as an isolated structure from the Open Molecules 2025 dataset. Energies are from ωB97M-V with the def2-TZVPD basis set.

Geometry as XYZ:
```
12
Properties=species:S:1:pos:R:3
C -1.92222 -0.52077 -0.10812
C 0.19912 0.57221 -0.11938
C 1.65063 0.50106 0.18547
H -2.34036 -0.49424 1.17135
H -2.24749 -1.56488 -0.84249
H -2.38105 0.60056 -0.66747
H 1.74814 0.48550 1.30353
H 2.25302 1.39825 -0.28373
H 1.77939 -1.35784 0.21857
O -0.47072 -0.55249 -0.05770
O -0.46265 1.59842 -0.33024
O 2.19419 -0.66580 -0.46978
```

The spin multiplicity is 1. The HOMO energy is -10.16 eV. The HOMO-LUMO gap is 10.748 eV.

***

2) Here is one molecule with the formula C3H6O3 from the Open Molecules 2025 dataset. Energies are from ωB97M-V with the def2-TZVPD basis set.

Geometry as XYZ:
```
12
Properties=species:S:1:pos:R:3
C 0.57803 -1.45282 -0.19482
O 0.54604 -0.24299 -0.93785
C -0.21118 0.77901 -0.37054
O -1.58399 0.50418 -0.37079
C 0.16792 1.16547 1.05717
O 1.26207 1.08170 1.52762
H 1.01880 -2.19316 -0.85813
H -0.43142 -1.76318 0.08942
H 1.19469 -1.34889 0.70059
H 0.01116 1.66586 -0.99670
H -1.85122 0.24634 -1.26162
H -0.70090 1.55847 1.61565
```

Its SMILES is CO[C@@H](O)C=O. The spin multiplicity is 1. The HOMO energy is -9.92 eV. The HOMO-LUMO gap is 10.524 eV.

***

3) Here is a 2-piece molecular cluster, C3H6O3 overall from the Open Molecules 2025 dataset. Energies are from ωB97M-V with the def2-TZVPD basis set.

Geometry as XYZ:
```
12
Properties=species:S:1:pos:R:3
C -1.23697 1.18334 -0.72111
C -1.37515 0.17199 0.10902
O -2.01436 0.07741 1.26637
O -0.64628 -0.98523 -0.06272
H -1.97684 2.03705 -0.63598
H -0.43395 1.31297 -1.45110
H -2.51333 0.88830 1.24259
H -1.13000 -1.44286 0.64691
C 2.76688 -0.84020 -0.09896
O 3.41043 -0.30473 0.75773
H 1.73359 -0.66962 -0.21543
H 3.41598 -1.42842 -0.83730
```

Its SMILES is C=C(O)O.C=O. The spin multiplicity is 1. The HOMO energy is -9.04 eV. The HOMO-LUMO gap is 9.560 eV.

***

4) Here is C3H6O3 as an isolated structure from the Open Molecules 2025 dataset. Energies are from ωB97M-V with the def2-TZVPD basis set.

Geometry as XYZ:
```
12
Properties=species:S:1:pos:R:3
C 1.83284 -0.26739 0.25174
C 0.54319 -0.15001 0.40517
C -1.65848 -0.92329 0.10358
O -0.00148 1.65630 0.48072
O -2.32619 0.26709 0.14020
O -0.48875 -0.82217 0.76637
H 1.96232 -1.29792 0.21835
H 2.50749 0.53128 0.01813
H -2.25350 -1.68300 0.70006
H -1.38719 -1.33365 -0.89048
H 0.64435 2.18858 0.95069
H -1.66415 1.08452 0.05701
```

The spin multiplicity is 1. The HOMO energy is -10.22 eV. The HOMO-LUMO gap is 10.822 eV.

***

Most favorable structure: 2). The second most favorable one is 114.7 kJ/mol above it.

***

1) Here is a 2-piece molecular cluster, C5H10O3 overall from the Open Molecules 2025 dataset. Energies are from ωB97M-V with the def2-TZVPD basis set.

Geometry as XYZ:
```
18
Properties=species:S:1:pos:R:3
C -2.39042 1.06469 -0.05584
C -1.64373 -0.20805 -0.30683
O -2.41216 -1.17886 -0.85240
C 0.05737 -0.11987 -0.69894
O -0.63835 -0.58911 0.49960
H -1.72367 1.80818 0.37386
H -2.82161 1.43465 -0.98348
H -3.20593 0.86887 0.64313
H -1.94939 -2.02895 -0.79433
H 0.26765 0.94031 -0.76789
H 0.11663 -0.79222 -1.54598
C 2.31591 0.19054 1.17615
C 2.21066 -0.59434 -0.10887
O 2.74914 -0.23334 -1.15671
H 3.15747 -0.18010 1.76920
H 2.45127 1.25282 0.96538
H 1.40511 0.04582 1.76714
H 2.05402 -1.68103 0.07682
```

Its SMILES is C[C@@]1(O)CO1.CC=O. The spin multiplicity is 1. The HOMO energy is -8.66 eV. The HOMO-LUMO gap is 9.338 eV.

***

2) Here is one molecule with the formula C5H10O3 from the Open Molecules 2025 dataset. Energies are from ωB97M-V with the def2-TZVPD basis set.

Geometry as XYZ:
```
18
Properties=species:S:1:pos:R:3
C -0.03475 2.53483 -0.41170
C -0.24193 1.41609 0.31538
C -0.93430 0.16896 -0.19497
O -1.04119 0.20613 -1.61076
C -0.14794 -1.05719 0.33728
C 1.44906 -0.72801 0.02496
O -0.52956 -2.23041 -0.32065
O -0.27575 -1.28696 1.71141
H 0.39113 3.42502 0.03824
H -0.36011 2.61208 -1.44439
H -0.07917 1.44609 1.39358
H -1.95822 0.14126 0.19910
H -0.73074 -0.63372 -1.99313
H 1.97373 -1.62857 0.36874
H 1.59378 -0.67558 -1.05780
H 1.96836 0.05605 0.58037
H 0.03645 -2.93153 0.04584
H -1.07884 -0.83454 2.01850
```

Its SMILES is C=C[C@@H](O)C(C)(O)O. The spin multiplicity is 1. The HOMO energy is -9.73 eV. The HOMO-LUMO gap is 10.442 eV.

***

3) Here is one molecule with the formula C5H10O3 from the Open Molecules 2025 dataset. Energies are from ωB97M-V with the def2-TZVPD basis set.

Geometry as XYZ:
```
18
Properties=species:S:1:pos:R:3
C -0.61813 0.33748 0.12969
C -1.83820 -0.55459 0.17985
C -0.64096 1.35210 -0.98572
C 1.35654 0.40523 1.10347
C 1.50691 -0.99613 0.80126
O -0.17391 0.65292 1.32404
O 0.73002 -1.16425 -0.62788
O 2.07305 1.32209 0.38301
H 0.43511 -2.07969 -0.71959
H 2.13242 1.05450 -0.54853
H 0.22425 2.00394 -0.96945
H -0.73530 0.87271 -1.95953
H -1.67624 -1.37174 0.87698
H -2.68351 0.03937 0.53120
H -2.09548 -0.94445 -0.80283
H -1.50638 2.00159 -0.81847
H 0.96588 -1.65212 1.47813
H 2.54393 -1.27897 0.62437
```

The spin multiplicity is 1. The HOMO energy (spin up / spin down) is -6.59 / -6.59 eV. The HOMO-LUMO gap (spin up / spin down) is 6.965 / 6.963 eV.

***

Most favorable structure: 2). The second most favorable one is 194.3 kJ/mol above it.